Record 1
{"formula": "C27H35BrNNbO14PS", "method": "the ωB97M-V functional and the def2-TZVPD basis", "species": ["C", "C", "H", "H", "H", "H", "H", "H", "Br", "O", "H", "H", "C", "H", "H", "H", "H", "O", "H", "H", "O", "O", "C", "H", "O", "C", "H", "H", "H", "H", "H", "N", "C", "P", "S", "C", "C", "O", "C", "H", "Nb", "H", "H", "C", "O", "H", "H", "C", "H", "H", "O", "O", "H", "H", "C", "C", "C", "H", "H", "C", "H", "C", "C", "H", "C", "H", "C", "C", "C", "O", "C", "C", "O", "O", "C", "C", "O", "C", "H", "C", "O"], "xyz": [[-1.413, 4.062, -0.603], [1.731, 1.155, 1.710], [3.679, 4.732, 2.643], [-5.183, -0.642, -0.302], [-3.075, 2.385, 1.688], [-0.153, 5.543, -1.524], [0.806, -0.621, -2.125], [-1.405, -0.494, -2.631], [1.073, 4.751, 0.543], [4.146, -1.804, -1.964], [-8.263, -2.869, -2.301], [-2.018, 0.637, -3.772], [-1.489, 0.561, -2.839], [7.726, 0.412, 4.524], [1.415, -0.055, -3.616], [-10.925, -3.868, -0.137], [2.321, 0.558, 2.379], [-8.552, -2.308, 3.434], [0.033, 1.715, -3.820], [4.544, -5.192, 0.918], [-3.143, -1.601, 0.327], [-10.708, -3.490, 2.452], [5.166, 3.854, 3.306], [0.699, 1.108, 2.000], [6.849, 0.153, 4.184], [6.408, 3.814, 3.807], [-1.352, 1.142, -0.120], [-4.242, 1.676, -2.360], [6.992, 4.707, 3.981], [5.542, -6.894, -2.988], [1.174, 2.146, -0.596], [1.959, 1.513, -0.646], [4.325, -3.504, -0.358], [-3.872, -0.861, -0.757], [-4.052, 2.303, 0.780], [4.400, -2.970, -1.766], [1.935, 0.591, 0.340], [-6.917, -2.110, -0.954], [4.792, -3.890, -2.829], [-4.002, -1.687, -1.910], [-2.804, 1.445, -1.225], [-3.048, 4.226, -2.008], [3.109, 0.460, -1.986], [-0.097, 4.595, -1.041], [5.203, -6.888, -0.975], [4.409, 0.427, 3.198], [-1.540, 3.567, -2.636], [-7.768, -2.396, -0.141], [3.822, -1.785, 0.145], [2.099, 2.165, 1.767], [4.562, 4.982, 2.983], [3.988, -2.650, 0.581], [-6.722, -1.669, 1.629], [4.858, -3.495, -3.833], [-10.012, -3.403, 0.205], [-9.033, -3.040, -0.632], [5.055, -5.169, -2.544], [-9.385, -2.662, 3.796], [-1.976, 4.784, -0.046], [-0.103, 1.210, -2.876], [0.431, 3.915, -1.670], [1.067, 0.271, -2.647], [-7.631, -2.146, 1.289], [2.388, 1.903, -2.615], [4.367, 2.603, 3.074], [-0.064, 1.966, -2.103], [2.211, 1.030, -2.013], [4.987, 1.322, 3.384], [-8.613, -2.508, 2.123], [8.133, 2.425, 4.610], [-2.225, 3.572, -1.802], [4.960, -5.706, -1.148], [2.102, -0.567, 0.182], [3.244, 2.717, 2.637], [6.228, 1.286, 3.882], [7.016, 2.536, 4.138], [5.418, -6.052, -3.466], [-9.865, -3.173, 1.634], [-1.213, 3.259, 0.082], [4.593, -4.794, -0.085], [-9.103, -3.218, -1.941]], "atomic_forces_ev_per_a": [[-0.552, -0.514, -0.231], [-0.752, -0.123, -1.019], [-0.021, 0.054, -0.048], [-0.253, -0.004, -0.491], [0.118, -0.121, 0.051], [0.060, 0.788, -0.197], [-0.255, -0.456, 0.755], [0.129, -0.579, 0.082], [0.102, 0.424, -0.052], [0.049, 0.274, 0.177], [0.045, 0.012, -0.029], [-0.404, 0.219, -0.503], [-0.147, 0.170, 1.280], [0.045, -0.005, 0.022], [0.210, -0.321, -0.495], [0.005, -0.010, -0.024], [0.054, -0.369, 0.418], [-0.212, -0.082, 0.185], [0.107, 0.410, -0.374], [-0.037, 0.038, 0.030], [0.561, -0.058, 0.182], [0.016, 0.058, 0.297], [0.465, 0.159, 0.064], [-0.692, -0.204, 0.062], [0.215, 0.053, 0.091], [0.227, -0.115, 0.118], [0.245, -0.505, 0.145], [-0.294, -0.309, -0.032], [-0.018, 0.026, 0.005], [-0.012, -0.044, 0.038], [0.228, 0.406, 0.389], [-0.006, 0.105, -1.704], [0.016, -0.340, 0.317], [-0.468, 0.062, -0.243], [0.167, -0.240, -0.296], [0.135, -0.309, -0.420], [-1.111, 2.387, 1.735], [-0.280, -0.240, -0.507], [-0.070, 0.177, 0.047], [-0.392, 0.078, -0.011], [1.521, 1.627, 0.597], [-0.358, 0.409, -0.275], [0.671, -0.535, 0.018], [0.339, -0.035, 0.748], [0.126, -0.238, -0.265], [0.053, -0.038, 0.018], [-0.090, -0.177, -0.811], [0.208, 0.184, 0.679], [-0.531, 0.026, 0.211], [-1.542, -0.884, -0.897], [-0.319, 0.000, -0.098], [0.220, 0.392, -0.344], [0.007, -0.023, 0.002], [-0.017, -0.010, -0.012], [-0.139, -0.040, 0.247], [-0.361, -0.144, 0.095], [-0.037, 0.300, -0.258], [-0.025, -0.016, 0.035], [-0.270, 0.490, 0.390], [-0.537, -0.456, 0.274], [0.321, -0.440, -0.483], [0.209, 0.540, -0.610], [0.126, 0.038, -0.160], [0.247, 0.555, -0.326], [0.600, -0.470, 0.185], [0.068, 0.391, 0.122], [-0.577, 0.155, 0.641], [-0.306, 0.096, -0.090], [0.349, 0.154, -0.130], [0.121, -0.278, 0.056], [-0.565, -0.506, -0.325], [-0.178, 0.309, 0.622], [1.353, -3.710, -0.906], [2.115, 2.190, 1.817], [-0.276, -0.207, -0.104], [-0.122, 0.598, -0.101], [0.073, -0.279, 0.013], [-0.149, -0.130, -0.539], [0.122, -0.553, 0.548], [0.115, -0.304, -0.179], [0.212, 0.067, -0.220]], "lumo_energy_ha": -0.00155, "charge": -1, "orbital_gap_ev": 4.8397, "energy_ha": -5528.3496}

Record 2
{"formula": "C27H35Cl12N5O2", "method": "the ωB97M-V functional and the def2-TZVPD basis", "species": ["H", "H", "H", "H", "Cl", "O", "N", "N", "Cl", "N", "C", "Cl", "H", "H", "H", "C", "C", "Cl", "C", "H", "Cl", "H", "Cl", "C", "H", "C", "C", "Cl", "H", "C", "H", "C", "C", "C", "H", "N", "C", "C", "H", "C", "H", "H", "H", "H", "H", "O", "C", "C", "Cl", "Cl", "H", "C", "H", "Cl", "Cl", "C", "H", "C", "H", "C", "H", "H", "H", "C", "C", "H", "H", "C", "C", "H", "H", "N", "H", "C", "C", "H", "H", "H", "H", "Cl", "C"], "xyz": [[5.918, 3.034, 0.569], [-0.003, -1.261, -0.207], [-1.961, 2.003, 0.095], [0.671, -0.523, -1.683], [0.848, -0.176, 4.639], [-2.409, -0.371, -1.022], [4.389, -0.829, 1.152], [3.757, 4.785, -1.328], [-4.420, 2.199, -0.020], [-1.391, -0.684, -1.599], [4.800, 4.526, -0.540], [-0.621, 2.301, -2.691], [1.847, 4.195, -1.858], [-3.191, -1.795, -4.949], [-0.433, -4.375, -2.572], [-0.255, -4.379, 0.778], [-0.094, -0.446, -0.918], [-5.383, -1.731, -4.231], [-3.669, -1.196, -4.186], [-0.182, 5.627, 1.524], [1.297, -1.548, 2.091], [-1.244, -2.172, 3.071], [-0.918, -6.004, 0.665], [5.414, -3.265, 0.155], [0.464, -4.306, 1.588], [3.851, -1.425, 0.071], [-0.276, 2.662, 2.870], [0.452, -3.791, -0.727], [5.854, -4.122, -0.332], [2.726, 2.779, -0.516], [3.915, -3.061, -1.341], [-4.659, 1.103, -1.420], [-4.621, -0.630, 2.553], [-2.755, -0.844, 3.999], [0.035, 2.225, 3.811], [-0.032, 3.966, 2.755], [-0.489, -4.107, -3.623], [5.900, -2.699, 1.325], [1.944, -2.243, 4.295], [4.345, -2.605, -0.459], [6.758, -3.144, 1.811], [-1.562, 4.507, -0.208], [5.830, -0.933, 2.568], [-1.616, 2.623, -4.691], [-3.228, -1.382, -3.214], [-1.365, -1.212, -2.690], [4.965, 3.334, 0.156], [-1.186, 3.958, 0.642], [-3.511, 0.525, -4.592], [0.591, -5.234, -4.471], [-4.648, 0.160, 4.509], [3.877, 2.467, 0.196], [-4.875, 1.623, -2.345], [-2.622, 4.280, -3.355], [-2.141, -4.269, -4.150], [-1.408, 2.602, 0.815], [-1.050, -3.677, 1.032], [-1.269, 3.367, -3.986], [2.888, -0.945, 3.738], [-2.172, -1.621, 3.010], [-5.621, -0.285, 2.317], [-3.732, 0.555, -1.561], [2.999, -0.949, -0.397], [2.699, 3.988, -1.220], [5.406, -1.468, 1.725], [-1.299, 0.881, 2.147], [-0.081, 0.500, -0.385], [-4.060, -0.398, 3.795], [1.865, -1.316, 3.731], [-0.481, 4.037, -4.300], [3.911, 1.510, 0.703], [-2.736, -1.866, 1.810], [-0.123, -3.095, -3.759], [-3.968, -1.382, 1.594], [-0.412, 4.573, 1.619], [-2.269, -0.672, 4.949], [-4.355, -1.584, 0.605], [1.898, 2.091, -0.408], [5.658, 5.187, -0.472], [-5.957, -0.059, -0.997], [-1.019, 1.904, 1.947]], "atomic_forces_ev_per_a": [[-0.022, 0.323, 0.332], [-0.013, 0.022, 0.040], [0.088, 0.506, -0.102], [0.051, 0.081, 0.064], [0.166, -0.309, -0.053], [0.653, -0.482, 0.424], [-0.234, -0.482, -0.749], [-0.245, 0.912, 0.961], [-0.401, -0.006, -0.688], [0.361, 0.220, 0.153], [0.851, -0.956, -0.094], [0.322, 0.223, 0.068], [-0.038, 0.265, 0.068], [0.280, 0.231, -0.017], [-0.324, -0.019, -0.658], [-0.553, 0.621, 0.823], [0.182, -0.187, -0.066], [0.375, 0.217, 0.128], [-0.869, -0.477, -0.319], [0.113, 0.053, 0.139], [0.003, -0.173, 0.041], [0.326, 0.494, 0.734], [0.137, 0.066, -0.070], [-0.608, 0.950, 0.047], [0.308, -0.356, -0.285], [0.440, -0.161, 0.389], [-0.890, -0.139, 0.371], [0.599, -0.040, 0.609], [-0.015, -0.215, 0.292], [0.363, 0.614, 0.830], [-0.137, 0.257, -0.086], [-0.140, -0.104, 0.441], [-1.058, -0.206, -0.303], [-0.415, -0.343, 0.497], [0.084, -0.034, -0.053], [0.527, -0.088, -0.830], [0.530, -0.372, 0.312], [0.688, -0.213, -0.673], [-0.648, -0.189, -0.281], [0.202, -0.563, -0.079], [-0.081, 0.076, 0.225], [0.077, -0.072, -0.125], [0.147, -0.212, 0.090], [0.012, 0.511, -0.512], [-0.535, 0.084, -0.280], [0.640, -0.117, 0.124], [-0.883, -0.354, -0.128], [0.834, -0.345, 0.451], [0.046, -0.068, -0.005], [0.090, 0.074, -0.113], [0.301, 0.022, 0.270], [0.072, -0.296, -0.408], [-0.499, 0.326, 0.304], [-0.243, 0.247, -0.091], [-0.485, 0.047, -0.199], [-0.843, -1.276, -0.508], [-0.219, -0.198, -0.198], [-0.043, -0.910, 0.752], [-0.176, 0.419, -0.478], [-0.340, -0.418, -1.106], [0.035, 0.093, 0.104], [-0.725, 0.263, 0.087], [-0.003, 0.199, 0.041], [0.162, -1.309, -0.687], [-0.293, 0.328, 0.474], [0.142, -0.122, -0.171], [-0.285, 0.066, -0.113], [0.430, 0.143, -0.812], [0.713, 0.143, 0.878], [-0.032, -0.096, -0.200], [0.231, 0.063, 0.135], [-0.333, 0.001, 0.484], [-0.150, -0.005, -0.214], [1.366, 0.050, 0.104], [-0.722, 0.044, 0.392], [0.168, -0.066, -0.053], [-0.312, 0.110, 0.130], [-0.308, 0.280, -0.361], [-0.281, 0.483, -0.607], [0.258, 0.293, -0.453], [1.030, 1.562, 0.420]], "lumo_energy_ha": -0.01631, "smiles": "C[N+](=O)[O-].c1ccncc1.c1ccncc1.c1ccncc1.c1ccncc1.ClCCl.ClCCl.ClCCl.ClCCl.ClCCl.ClCCl", "orbital_gap_ev": 9.0063, "energy_ha": -6996.2324}

Record 3
{"formula": "C27H35GeIrN3O7", "method": "the ωB97M-V functional and the def2-TZVPD basis", "species": ["H", "N", "H", "C", "H", "H", "C", "C", "O", "H", "C", "H", "C", "O", "Ir", "C", "H", "H", "C", "N", "H", "C", "H", "H", "C", "H", "N", "C", "O", "H", "H", "O", "H", "H", "O", "H", "C", "H", "C", "H", "O", "C", "O", "H", "C", "H", "H", "C", "C", "H", "H", "C", "C", "C", "C", "H", "C", "H", "H", "H", "H", "Ge", "C", "H", "H", "C", "H", "H", "H", "C", "H", "C", "C", "C"], "xyz": [[-4.254, -3.333, -2.331], [0.979, -1.926, 2.087], [1.390, 3.893, 3.552], [3.387, 1.797, -2.820], [0.232, 0.812, -2.151], [1.659, 1.238, 4.841], [3.811, 0.563, -0.379], [-2.971, -3.045, 0.767], [1.585, -0.089, -0.258], [-3.659, -3.880, 0.609], [2.302, -3.206, 3.532], [5.765, -1.299, 0.396], [0.943, 1.234, -2.853], [-3.402, 1.028, 3.055], [-0.320, 0.023, 0.488], [-1.028, 2.903, 0.516], [4.856, -1.948, 1.775], [3.047, -0.313, 1.374], [4.035, -0.106, 0.964], [3.063, -3.290, 4.394], [4.210, -2.100, 0.134], [2.495, 0.560, -0.938], [-0.057, 0.318, -4.546], [-0.185, 0.026, 3.755], [-3.751, -2.366, -2.242], [5.796, 1.013, 1.607], [0.480, -5.341, 1.456], [1.348, -3.131, 2.472], [-1.518, 3.950, 0.108], [3.220, 2.281, -3.778], [-1.730, -0.077, -1.745], [-2.076, 0.086, 1.550], [-3.387, -2.074, -3.229], [4.843, 0.330, 2.931], [-0.836, 1.866, -0.224], [-0.522, 2.616, -3.647], [0.868, -4.349, 1.893], [5.498, 2.219, -2.827], [4.777, 0.801, 1.946], [5.857, 1.112, -0.633], [0.833, 0.974, 2.230], [0.955, 2.396, 2.024], [0.129, -1.893, 1.146], [-1.616, 2.411, 3.797], [0.471, 2.648, -3.190], [-2.158, -3.378, 1.415], [2.671, 2.693, 3.318], [4.862, 1.143, -1.067], [-2.324, 0.947, 2.472], [-0.611, 3.873, 2.338], [-3.482, -2.224, 1.269], [4.761, -1.443, 0.810], [4.669, 1.766, -2.295], [-1.187, 1.860, 2.963], [0.031, 1.038, 3.423], [-0.808, -3.800, -2.627], [-0.514, 2.856, 1.962], [0.391, 3.255, -2.290], [-0.216, -4.038, -0.975], [1.217, -0.681, -3.834], [1.152, 3.141, -3.892], [-2.242, -2.466, -0.962], [-1.364, -0.760, -0.974], [1.536, 2.569, 1.120], [-1.666, -4.898, -1.527], [0.939, 0.342, -4.095], [4.261, 1.757, 2.054], [1.645, 0.706, -4.849], [-4.480, -1.623, -1.913], [0.920, 1.872, 4.350], [0.334, 2.381, 5.115], [2.297, 1.220, -2.177], [-1.114, -3.956, -1.590], [1.592, 2.842, 3.343]], "atomic_forces_ev_per_a": [[0.005, 0.004, -0.001], [-0.032, -0.130, -0.007], [-0.004, 0.002, 0.007], [-0.008, 0.016, -0.015], [-0.061, -0.015, 0.049], [0.001, 0.000, -0.008], [-0.013, -0.001, 0.006], [0.056, 0.020, 0.055], [-0.059, -0.260, -0.325], [-0.011, 0.006, 0.031], [-0.046, 0.015, 0.001], [-0.003, 0.008, -0.003], [-0.025, -0.007, 0.069], [0.002, 0.026, -0.032], [-0.033, 0.008, 0.114], [0.038, -0.058, -0.017], [0.005, -0.010, 0.006], [-0.013, 0.022, 0.021], [-0.013, 0.041, -0.013], [0.010, -0.009, -0.015], [-0.004, 0.003, 0.009], [0.051, 0.170, 0.241], [0.000, -0.003, 0.002], [-0.010, -0.003, -0.005], [0.004, -0.023, 0.011], [0.006, -0.004, 0.020], [0.058, -0.008, 0.025], [0.199, -0.092, 0.139], [-0.007, 0.031, 0.014], [0.009, 0.003, 0.003], [0.049, 0.076, 0.028], [0.022, -0.050, 0.000], [-0.001, 0.001, -0.002], [-0.007, -0.005, 0.001], [0.065, 0.042, -0.064], [0.004, -0.005, -0.007], [-0.095, 0.058, -0.013], [-0.001, 0.003, 0.002], [0.020, -0.017, -0.047], [0.002, 0.008, -0.004], [0.056, 0.005, -0.034], [-0.035, 0.002, 0.011], [-0.121, 0.264, -0.116], [0.011, 0.000, 0.012], [-0.002, -0.016, -0.017], [-0.018, -0.008, -0.055], [-0.019, 0.014, -0.005], [0.000, 0.026, 0.004], [-0.031, -0.018, 0.056], [-0.007, 0.000, -0.018], [-0.036, 0.024, -0.035], [-0.026, -0.021, -0.021], [-0.002, -0.002, 0.002], [0.008, -0.012, 0.023], [-0.046, 0.007, -0.011], [-0.007, 0.020, -0.015], [0.027, -0.005, -0.024], [0.010, 0.010, 0.032], [-0.093, 0.010, -0.019], [0.005, 0.003, -0.002], [-0.020, 0.001, 0.006], [0.055, -0.057, 0.028], [-0.026, -0.030, -0.042], [0.025, 0.006, -0.016], [0.024, -0.004, 0.010], [0.000, -0.029, 0.000], [0.007, -0.003, -0.002], [0.005, 0.006, 0.007], [0.004, 0.004, 0.008], [-0.001, 0.009, -0.005], [0.004, 0.002, 0.006], [0.002, -0.067, -0.023], [0.080, -0.002, -0.035], [0.011, -0.002, 0.012]], "spin_multiplicity": 2, "lumo_energy_ha": [0.16713, 0.16713], "charge": -2, "orbital_gap_ev": [5.6797, 6.6988], "energy_ha": -3922.0740}